# 1
This record from the Open Molecules 2025 dataset describes a cluster of 10 separate species, C3H29N2O9S in total in a non-equilibrium geometry. The level of theory is wB97M-V/def2-TZVPD.

```
44
C3H29N2O9S | the Open Molecules 2025 dataset | wB97M-V/def2-TZVPD
N 0.2885 0.7877 -1.4360
C 0.0120 -0.5627 -0.5897
C 1.4100 -1.0234 -0.2897
S 2.4841 -0.9368 -1.6258
C -1.0271 -0.3552 0.5545
N -2.3031 0.2463 -0.0425
H -0.6295 1.3504 -1.4175
H 1.0735 1.3127 -1.1821
H 0.4830 0.5469 -2.3602
H -0.3816 -1.2387 -1.3961
H 1.8699 -0.4617 0.6750
H 1.2288 -2.0213 0.1624
H 3.4118 -0.2157 -1.0296
H -0.6929 0.1423 1.4548
H -1.3904 -1.3428 0.9305
H -2.9702 0.4915 0.6763
H -2.6519 -0.4414 -0.6935
H 3.0802 2.6843 0.7123
H 3.7569 2.6167 -0.6876
O 2.9985 2.3474 -0.1604
H -2.6621 1.4690 3.2652
H -3.6009 2.0648 2.3387
O -2.6569 1.9445 2.4426
H 1.0527 0.1270 3.2089
H 2.1724 0.0403 4.3773
O 1.5228 -0.4225 3.8792
H 0.0462 3.7082 2.0981
H 1.3957 4.2997 2.4869
O 1.0513 3.5607 2.0549
H -3.1429 2.1207 -2.1364
H -2.2592 3.2961 -2.5006
O -2.3054 2.3582 -2.6458
H -1.1745 1.6934 -4.0741
H -0.9656 0.2789 -4.5002
O -0.4846 1.0668 -4.2120
H -0.7291 -3.2885 1.3490
H 0.7196 -3.9650 1.2914
O -0.0213 -3.6465 0.7499
H 0.1018 -1.3205 3.5322
H -0.7082 -1.8924 4.5582
O -0.6092 -2.0152 3.5932
H -2.8943 -3.7462 -1.3986
H -1.6529 -4.1478 -2.1812
O -1.9826 -3.2887 -1.8574
```

Values from the calculation:
Strongest force on any atom, Eh/bohr: 0.1108
Molecular weight, g mol⁻¹: 269.3
Charge: +1
Relative energy (zero: lowest compared OMol25 entry of this formula, charge and spin), kcal per mole: 23.4
Electronic energy, hartree: -1316.270996
Highest occupied orbital energy, eV: -11.97
Orbital gap, eV: 9.526

# 2
This record from the Open Molecules 2025 dataset describes a structure of composition C3H2AgFO2. The level of theory is wB97M-V/def2-TZVPD.

```
9
C3H2AgFO2 | the Open Molecules 2025 dataset | wB97M-V/def2-TZVPD
C 3.6729 -1.6160 0.9420
O 2.5661 -1.5292 1.1538
O -0.6816 1.0759 1.2300
C -1.2217 1.5412 0.1931
C -1.1190 0.6529 -1.0179
H -0.4183 1.0815 -1.7490
H -2.1069 0.5148 -1.4790
Ag -0.0655 -1.0324 1.4600
F -0.6261 -0.6887 -0.7330
```

Values from the calculation:
Strongest force on any atom, Eh/bohr: 0.0188
Molecular weight, g mol⁻¹: 196.9
Relative energy (zero: lowest compared OMol25 entry of this formula, charge and spin), kcal per mole: 0.0
Electronic energy, hartree: -512.681332
Highest occupied orbital energy (alpha / beta), eV: -6.61 / -6.61
Orbital gap (alpha / beta), eV: 5.549 / 5.550